{
  "formula": "C5H10ClNS",
  "method": "ωB97M-V/def2-TZVPD",
  "species": ["C", "C", "C", "C", "C", "H", "H", "H", "H", "H", "H", "H", "H", "H", "H", "N", "S", "Cl"],
  "xyz": [[-1.996, 0.124, 0.490], [-0.548, 0.345, 1.009], [0.456, -0.786, 1.038], [1.376, 0.070, 0.245], [1.756, -0.446, -1.136], [-1.452, -1.970, 1.866], [-2.654, 0.991, 0.328], [-1.704, -0.141, -0.475], [-0.665, 0.771, 2.047], [0.870, -1.184, 2.039], [-0.032, -1.660, 0.509], [2.390, 0.255, 0.984], [2.571, -1.074, -1.175], [0.770, -0.882, -1.419], [0.026, 1.057, -1.137], [0.331, 1.210, 0.149], [-2.677, -1.213, 1.489], [2.008, 1.114, -2.253]],
  "forces_ev_per_angstrom": [[2.161, -0.351, 0.844], [-1.320, 2.424, 2.255], [-1.267, -2.871, 0.922], [3.388, 1.790, 1.137], [-3.187, 2.936, 0.181], [-2.183, 1.630, -0.864], [0.289, -0.185, 0.988], [-0.491, -1.282, -2.177], [0.351, 0.104, -0.973], [-0.889, 0.816, -1.498], [1.056, 0.535, 0.152], [-2.654, 0.281, -2.360], [1.775, -1.222, -0.419], [1.154, -0.006, -0.812], [0.628, 0.859, 5.058], [0.072, -2.099, -3.949], [0.883, -1.346, 0.700], [0.233, -2.015, 0.815]],
  "nbo_charge": [-0.537, -0.060, -0.470, -0.082, -0.290, 0.146, 0.252, 0.193, 0.200, 0.232, 0.207, 0.198, 0.220, 0.206, 0.331, -0.580, -0.048, -0.119],
  "energy_ha": -1109.4983,
  "relative_energy_kj_mol": 357.7,
  "lumo_energy_ev": 0.56
}



{
  "formula": "C38H54I2KN7O10P2S3",
  "method": "ωB97M-V/def2-TZVPD",
  "species": ["K", "C", "O", "C", "O", "N", "N", "H", "H", "H", "H", "H", "H", "C", "C", "C", "O", "P", "O", "C", "P", "O", "O", "C", "C", "C", "O", "C", "C", "C", "O", "C", "C", "C", "H", "H", "H", "H", "H", "H", "H", "H", "H", "H", "H", "H", "H", "H", "H", "H", "H", "H", "H", "H", "H", "H", "H", "H", "H", "H", "H", "H", "H", "H", "I", "C", "C", "C", "I", "C", "C", "C", "C", "N", "C", "C", "O", "H", "H", "H", "H", "S", "C", "C", "C", "C", "N", "C", "C", "C", "S", "C", "N", "H", "H", "C", "C", "N", "C", "C", "N", "H", "H", "H", "H", "H", "H", "C", "S", "C", "O", "H", "H", "H", "H", "H", "H"],
  "xyz": [[-0.336, 0.247, 0.666], [-4.639, 1.721, -4.482], [-4.500, 0.890, -3.342], [-3.464, 1.117, -2.463], [-3.510, 0.660, -1.357], [-2.440, 1.860, -2.971], [-1.258, 2.091, -2.250], [-5.633, 1.530, -4.880], [-3.906, 1.479, -5.258], [-4.558, 2.777, -4.219], [-2.378, 2.048, -3.953], [-1.465, 2.754, -1.495], [-0.986, 1.213, -1.824], [-3.360, -3.001, -2.223], [-2.104, -2.988, -3.077], [-2.167, -4.027, -4.176], [-0.885, -3.258, -2.362], [-0.615, -2.825, -0.816], [-1.201, -1.502, -0.560], [1.210, -2.998, -1.005], [2.057, -1.397, -1.082], [1.140, -0.244, -1.130], [2.952, -1.528, -2.418], [2.327, -1.262, -3.695], [3.149, -2.003, -4.726], [2.272, 0.230, -3.967], [3.184, -1.200, -0.021], [4.376, -1.914, 0.357], [5.519, -1.482, -0.543], [4.185, -3.418, 0.373], [-1.245, -4.067, -0.094], [-1.801, -4.051, 1.266], [-3.307, -4.073, 1.170], [-1.213, -5.230, 2.000], [-4.219, -2.748, -2.849], [-3.297, -2.266, -1.421], [-3.510, -3.989, -1.783], [-2.001, -1.994, -3.523], [-2.340, -5.014, -3.741], [-1.230, -4.055, -4.735], [-2.984, -3.800, -4.866], [1.371, -3.494, -1.959], [1.592, -3.603, -0.185], [1.307, -1.663, -3.683], [4.179, -1.637, -4.703], [2.743, -1.836, -5.725], [3.160, -3.076, -4.523], [3.286, 0.643, -3.969], [1.683, 0.742, -3.207], [1.818, 0.407, -4.946], [4.555, -1.572, 1.375], [5.299, -1.739, -1.579], [6.439, -1.984, -0.237], [5.666, -0.401, -0.483], [3.999, -3.798, -0.637], [3.347, -3.677, 1.023], [5.091, -3.888, 0.760], [-1.500, -3.124, 1.751], [-3.658, -4.941, 0.602], [-3.673, -3.157, 0.707], [-3.718, -4.118, 2.181], [-1.462, -6.167, 1.491], [-1.604, -5.259, 3.018], [-0.127, -5.125, 2.051], [-0.233, 3.073, 4.219], [-1.764, 3.856, 3.049], [-2.851, 4.464, 3.682], [-3.871, 5.009, 2.950], [-5.429, 5.955, 3.984], [-3.855, 4.949, 1.531], [-4.863, 5.486, 0.703], [-4.758, 5.397, -0.653], [-3.640, 4.743, -1.197], [-2.692, 4.217, -0.463], [-2.759, 4.311, 0.886], [-1.621, 3.747, 1.645], [-0.606, 3.258, 1.095], [-2.873, 4.509, 4.763], [-5.718, 5.969, 1.158], [-5.522, 5.808, -1.302], [-3.524, 4.654, -2.274], [-1.990, -0.863, 2.950], [-0.921, -1.742, 3.995], [-1.295, -1.943, 5.349], [-0.517, -2.624, 6.266], [-1.005, -2.817, 7.619], [-1.410, -2.972, 8.685], [0.723, -3.141, 5.870], [1.107, -2.985, 4.545], [0.326, -2.324, 3.589], [0.928, -2.311, 1.939], [1.597, -3.830, 6.793], [2.314, -4.373, 7.513], [-2.247, -1.538, 5.663], [2.058, -3.397, 4.230], [3.753, 2.253, -0.856], [3.554, 1.832, 0.560], [2.404, 1.542, 1.095], [2.669, 1.143, 2.391], [4.005, 1.212, 2.638], [4.570, 1.662, 1.454], [2.804, 2.626, -1.238], [4.044, 1.399, -1.476], [4.518, 3.028, -0.950], [1.883, 0.813, 3.052], [4.590, 1.004, 3.517], [5.547, 1.815, 1.284], [1.848, 5.019, 1.043], [0.731, 5.138, -0.342], [1.937, 5.870, -1.456], [-0.191, 6.282, -0.018], [2.157, 6.035, 1.297], [2.696, 4.386, 0.777], [1.296, 4.554, 1.859], [2.686, 5.117, -1.715], [2.403, 6.739, -0.988], [1.394, 6.169, -2.353]],
  "forces_ev_per_angstrom": [[-0.234, 1.894, 1.606], [0.006, -0.068, 0.075], [-0.048, 0.105, -0.039], [0.097, 0.078, -0.051], [0.015, -0.058, -0.040], [-0.131, 0.050, 0.058], [-0.035, 0.119, 0.102], [-0.019, -0.024, -0.006], [0.013, -0.009, -0.015], [0.010, 0.023, 0.012], [0.025, -0.043, -0.012], [0.021, 0.014, -0.012], [0.177, -0.166, -0.004], [0.069, -0.020, 0.137], [-0.005, 0.116, 0.107], [-0.026, -0.076, -0.132], [-0.117, -0.128, -0.054], [-0.215, 0.175, -1.254], [-0.485, -1.212, -0.428], [-0.308, 0.159, 0.566], [-0.003, 0.469, -0.319], [0.999, -0.464, -0.864], [-0.017, 0.084, -0.327], [-0.045, -0.077, 0.030], [0.060, -0.040, -0.049], [0.054, 0.056, 0.050], [0.091, -0.160, 0.215], [-0.071, -0.109, -0.078], [-0.015, 0.077, -0.059], [-0.115, 0.043, -0.028], [0.191, -0.173, 0.324], [-0.039, 0.133, 0.170], [-0.059, -0.060, -0.053], [0.088, -0.109, -0.087], [0.014, -0.039, -0.002], [-0.029, 0.022, -0.101], [-0.034, 0.011, -0.049], [0.059, 0.075, 0.036], [0.016, 0.017, -0.022], [-0.018, 0.018, -0.008], [0.020, -0.020, 0.023], [0.039, -0.103, 0.017], [-0.001, 0.035, -0.015], [-0.019, -0.018, 0.065], [-0.019, -0.018, -0.020], [0.007, -0.023, 0.013], [-0.012, 0.024, -0.003], [-0.046, -0.014, -0.030], [0.013, -0.040, -0.035], [0.032, 0.006, 0.026], [-0.046, 0.028, 0.080], [0.036, -0.032, 0.009], [0.006, 0.031, 0.010], [-0.003, -0.035, 0.012], [0.047, -0.008, 0.024], [0.050, 0.012, 0.013], [-0.006, -0.002, -0.017], [0.020, 0.030, -0.107], [-0.003, 0.011, 0.021], [0.009, -0.027, 0.021], [0.001, 0.015, -0.022], [-0.024, 0.007, 0.039], [0.009, 0.006, -0.016], [-0.041, 0.024, 0.028], [0.068, -0.022, 0.053], [-0.281, 0.114, 0.120], [0.251, -0.138, -0.161], [-0.058, 0.045, -0.193], [-0.054, 0.017, 0.031], [0.020, -0.036, 0.190], [-0.013, 0.015, 0.073], [0.012, -0.026, -0.122], [0.034, -0.035, 0.064], [0.079, -0.051, 0.120], [0.110, -0.043, -0.161], [-0.041, 0.157, 0.197], [-0.360, -0.306, -0.240], [0.006, -0.010, 0.009], [0.012, 0.008, 0.007], [0.015, 0.004, -0.008], [-0.024, -0.021, -0.022], [0.092, -0.263, 0.453], [-0.127, -0.013, 0.139], [-0.032, 0.116, -0.293], [-0.294, -0.049, 0.613], [0.202, 0.129, -0.556], [-0.014, -0.014, 0.061], [0.410, -0.347, 0.379], [0.026, 0.089, -0.174], [0.015, -0.194, -0.030], [0.284, 0.015, 0.395], [-0.398, 0.323, -0.396], [0.054, -0.063, 0.042], [-0.010, 0.006, 0.002], [-0.022, 0.004, -0.032], [0.014, -0.086, 0.020], [0.004, 0.072, -0.101], [-0.140, -0.123, 0.415], [0.003, 0.022, -0.189], [-0.015, 0.025, -0.091], [0.069, -0.077, 0.082], [0.015, -0.018, 0.008], [-0.001, 0.020, 0.015], [-0.021, 0.005, -0.005], [0.026, 0.037, -0.034], [0.004, -0.011, -0.031], [-0.032, 0.022, -0.011], [0.073, -0.103, 0.241], [-0.575, 0.495, -0.074], [0.260, 0.047, -0.201], [0.303, -0.411, -0.097], [0.033, -0.027, 0.006], [-0.035, 0.031, 0.041], [0.035, -0.002, -0.068], [0.005, 0.068, -0.010], [-0.023, 0.009, -0.038], [0.030, 0.006, 0.027]],
  "mulliken_charge": [0.551, -0.807, -0.370, 0.843, -0.491, 0.100, -0.693, 0.277, 0.283, 0.290, 0.223, 0.376, 0.122, -1.256, 1.061, -1.634, -0.477, -0.387, 0.627, -0.842, 0.384, -0.900, -0.153, 1.289, -1.751, -1.158, 0.249, 0.815, -1.222, -1.430, -0.336, 2.401, -1.640, -1.534, 0.523, 0.053, 0.289, 0.051, 0.341, 0.356, 0.402, 1.015, 0.358, -0.163, 0.327, 0.413, 0.379, 0.279, 0.006, 0.474, 0.367, 0.156, 0.445, 0.185, 0.255, 0.112, 0.564, -0.962, 0.299, 0.267, 0.452, 0.341, 0.382, 0.263, -0.017, -0.194, -0.426, -0.170, -0.061, 1.116, -0.835, -0.817, -0.651, 0.012, -0.173, 0.282, -0.194, 0.318, 0.116, 0.363, 0.521, -0.326, -0.067, -0.933, 0.807, -0.106, -0.649, 0.384, -0.942, -0.409, 0.216, -0.097, -0.674, 0.448, 0.383, -1.088, 0.216, 0.339, -0.022, -1.287, 0.207, -0.213, 0.182, 0.588, 0.399, 0.419, 0.169, -0.556, 0.821, -1.087, -0.757, 0.575, 0.048, -0.166, 0.264, 0.314, 0.367],
  "charge": -2,
  "energy_ha": -5689.0293,
  "relative_energy_kj_mol": 118.9,
  "lumo_energy_ev": 3.20
}